140
Properties=species:S:1:pos:R:3:forces:R:3:lowdin_charge:R:1 method="wB97M-V/def2-TZVPD" charge=0 energy_ev=-376749.6675 orbital_gap_ev=7.9 e_lumo_ev=0.1
O 4.35634 0.06272 -1.13570 -0.1 0.1 -0.4 0.1469
C 3.91236 0.45443 -0.10056 0.3 -0.6 0.2 -0.5351
O 4.33157 -0.13358 1.07313 -0.2 0.3 0.1 0.0912
N 2.96848 1.50623 0.07451 0.2 0.1 -0.6 0.0147
C 1.75576 1.30587 -0.76274 -0.8 -0.3 0.5 -0.1665
C 1.31348 -0.13465 -0.99297 -0.5 0.0 -0.8 -0.1569
C 0.04583 -0.07596 -1.91232 1.0 -0.1 0.8 -0.1545
C -1.27387 0.02420 -1.14700 0.0 -0.3 -1.4 -0.1303
N -1.77156 1.38178 -0.92042 -0.3 -1.2 0.7 -0.1015
C -2.86597 1.53324 -0.09963 0.4 1.1 -0.1 -0.1210
C -3.10263 2.88402 -0.02224 -0.4 0.8 0.1 -0.1169
C -2.15177 3.58519 -0.82383 -0.1 -1.4 0.1 -0.0751
C -1.35310 2.59366 -1.37083 0.3 1.0 -0.1 -0.1285
C 3.50228 2.80411 -0.24028 0.0 0.5 0.4 -0.2087
C 2.73977 3.94627 0.14399 0.9 -1.2 -0.5 -0.0146
C 3.24028 5.17340 -0.20917 -0.8 0.7 0.3 -0.1793
N 4.37115 5.40256 -0.89669 -0.3 -0.4 0.3 0.0726
C 5.05851 4.32303 -1.19711 0.3 -0.6 -0.7 -0.2330
C 4.70618 2.98589 -0.91114 -1.8 1.0 0.2 -0.0974
H 3.75069 -0.87587 1.28412 0.0 0.1 0.1 0.1125
H 0.93399 1.78869 -0.21794 0.2 0.1 -0.1 0.1204
H 1.80629 1.81767 -1.73183 0.5 -0.2 0.2 0.0647
H 1.07928 -0.66725 -0.06135 0.1 0.1 -0.1 0.1125
H 2.04169 -0.73029 -1.55271 0.2 0.2 0.3 0.1034
H 0.21676 0.77458 -2.57736 -0.4 -0.1 0.0 0.0676
H 0.08597 -0.96132 -2.55525 -0.4 0.0 0.2 0.0863
H -2.01780 -0.49607 -1.76074 -0.1 0.1 0.2 0.0716
H -1.20161 -0.54118 -0.21265 0.0 0.4 0.1 0.1236
H -3.38270 0.71048 0.38235 0.6 0.2 -0.4 0.0107
H -3.88399 3.39015 0.52882 0.0 -0.3 0.0 0.0286
H -2.05517 4.65001 -0.97032 0.0 -0.1 0.0 0.0897
H -0.50672 2.76397 -2.02508 -0.1 -0.4 0.1 0.0512
H 1.80332 3.80358 0.67166 0.1 0.2 0.0 0.1182
H 2.67185 6.05278 0.08760 0.1 0.0 -0.1 0.0625
H 5.98916 4.48752 -1.73587 -0.2 0.1 -0.1 0.0707
H 5.30719 2.14856 -1.20838 -0.1 0.1 -0.2 0.0512
Cl -3.25178 -0.13987 3.98435 0.0 0.1 0.0 0.5611
C -5.03572 -0.11630 4.02451 -0.3 0.0 0.1 -0.6527
C -5.64892 -0.75947 2.80454 0.0 -0.1 0.1 -0.6166
Cl -5.35459 0.20488 1.33577 -0.4 -0.4 0.2 0.6097
H -5.34991 0.92004 4.12831 0.1 0.0 -0.1 0.0169
H -5.33964 -0.65852 4.91891 0.0 0.0 0.0 0.0762
H -6.72823 -0.82932 2.93301 0.0 0.1 0.0 0.0756
H -5.26132 -1.76205 2.63416 0.1 0.0 0.0 0.0671
Cl 1.54848 4.02339 -3.12965 0.1 0.2 -0.1 0.6374
C 1.16181 3.62366 -4.82388 0.0 0.1 -0.1 -0.6211
C 1.00744 2.13939 -5.03384 -0.1 0.0 -0.2 -0.6397
Cl 2.54885 1.26704 -4.83105 0.0 -0.1 0.1 0.5706
H 1.94839 4.04123 -5.44812 0.0 -0.1 0.0 0.0699
H 0.22666 4.12436 -5.07158 0.0 0.0 0.1 0.0783
H 0.65690 1.94522 -6.04641 0.1 0.0 0.0 0.0789
H 0.29136 1.70964 -4.33893 0.0 0.0 0.0 0.0441
Cl -2.86100 -1.46918 -4.13260 0.0 0.1 -0.1 0.5685
C -2.70033 -3.06144 -3.35398 0.1 -0.1 0.0 -0.6886
C -4.00059 -3.82234 -3.33534 0.0 -0.1 0.0 -0.6559
Cl -5.20075 -3.07352 -2.25103 0.0 0.0 0.0 0.5416
H -2.31543 -2.90713 -2.34676 -0.1 0.0 0.0 0.0552
H -1.95483 -3.61506 -3.92361 0.0 0.0 -0.1 0.0111
H -3.82753 -4.83332 -2.96812 0.0 0.0 0.0 0.0726
H -4.43766 -3.88753 -4.32911 0.0 0.1 0.0 0.0693
Cl 0.66170 -2.66364 -5.06912 0.0 0.2 -0.1 0.5353
C 0.72501 -4.11821 -6.09401 0.1 -0.1 0.0 -0.6733
C 0.47100 -3.80046 -7.54527 0.1 -0.1 -0.1 -0.6612
Cl -1.21191 -3.29068 -7.83079 0.0 0.0 0.0 0.5434
H 0.00048 -4.83245 -5.70893 0.0 0.1 0.0 0.0470
H 1.72056 -4.54603 -5.97825 0.0 0.0 -0.1 0.0729
H 0.64192 -4.68943 -8.15101 0.0 0.0 0.0 0.0726
H 1.12839 -3.01093 -7.90154 -0.1 0.1 0.1 0.0686
Cl -1.84165 -4.15593 1.25713 -0.1 0.1 -0.2 0.5143
C -1.62382 -3.23981 2.76886 0.0 0.1 0.0 -0.6654
C -1.46993 -4.14338 3.96215 0.2 0.1 0.1 -0.6617
Cl -2.98180 -5.01170 4.34073 0.0 -0.1 0.0 0.5481
H -2.47210 -2.57199 2.88190 0.0 0.0 0.0 0.0089
H -0.72644 -2.63375 2.64621 0.0 -0.1 0.0 0.0741
H -1.21493 -3.55265 4.84129 -0.1 0.1 0.0 0.0777
H -0.68842 -4.88223 3.80880 -0.1 -0.1 -0.1 -0.0078
Cl 5.78532 8.06525 1.95321 0.0 0.0 0.0 0.5282
C 4.78302 9.04641 0.85415 0.0 0.1 -0.1 -0.6641
C 3.52739 9.54662 1.52602 0.1 0.1 -0.1 -0.6592
Cl 2.39293 8.22093 1.88202 -0.1 0.0 0.1 0.5518
H 4.55495 8.44172 -0.02195 0.0 -0.1 0.1 0.0604
H 5.39173 9.89277 0.53895 0.0 0.0 0.1 0.0710
H 3.00785 10.24142 0.86768 0.0 -0.1 -0.1 0.0715
H 3.75026 10.06067 2.45800 0.0 -0.1 0.0 0.0659
Cl -6.78548 3.19314 0.97704 -0.2 0.2 -0.1 0.5278
C -8.56420 3.24041 1.02426 0.0 0.0 0.1 -0.6526
C -9.18244 2.64832 -0.21706 -0.1 -0.1 0.0 -0.6662
Cl -8.88929 3.65154 -1.65988 0.0 0.0 0.0 0.5382
H -8.87030 4.27411 1.16797 0.0 0.0 -0.1 0.0680
H -8.87362 2.66773 1.89805 0.0 -0.1 0.0 0.0727
H -10.26251 2.58054 -0.09252 0.0 0.1 0.0 0.0704
H -8.79618 1.65122 -0.41602 0.1 0.1 0.0 0.0669
Cl 1.25016 -6.56736 4.72443 0.0 0.0 0.0 0.5741
C 1.36017 -8.05850 3.75567 0.1 -0.1 0.0 -0.6475
C 1.19631 -7.79949 2.27918 0.0 -0.1 -0.1 -0.6573
Cl -0.45983 -7.29518 1.84951 0.1 0.0 0.1 0.5552
H 0.60859 -8.75322 4.12275 -0.1 0.1 0.0 0.0704
H 2.34420 -8.48475 3.94529 0.0 0.0 0.0 0.0733
H 1.39987 -8.71572 1.72572 0.0 0.0 0.1 0.0745
H 1.88204 -7.02832 1.93212 -0.1 0.1 0.1 0.0545
Cl 8.64238 0.97942 -4.69837 0.0 0.0 0.0 0.5371
C 6.86571 1.12391 -4.71696 -0.1 0.0 0.1 -0.6686
C 6.25894 0.53745 -5.96647 -0.1 -0.1 0.1 -0.6689
Cl 6.65484 1.48772 -7.42232 0.0 0.0 0.0 0.5325
H 6.61204 2.17596 -4.60840 0.0 0.0 -0.1 0.0678
H 6.49387 0.58913 -3.84338 0.0 0.0 0.0 0.0697
H 5.17401 0.53243 -5.87763 0.0 0.1 0.0 0.0262
H 6.59368 -0.48403 -6.13123 0.1 0.0 0.0 0.0678
Cl 1.94412 -4.21007 0.01471 0.0 0.0 0.1 0.5398
C 2.04401 -5.71697 -0.92963 0.1 -0.2 0.1 -0.6670
C 1.85208 -5.45170 -2.39928 0.1 -0.1 -0.1 -0.6370
Cl 0.17934 -4.94272 -2.73688 -0.1 -0.2 0.1 0.5777
H 1.29313 -6.40864 -0.55100 -0.1 0.1 0.0 0.0447
H 3.02885 -6.14639 -0.74806 0.0 0.1 -0.1 0.0763
H 2.03681 -6.35863 -2.97393 -0.1 0.0 0.1 0.0772
H 2.52715 -4.67683 -2.75803 -0.1 0.1 0.0 0.0718
Cl -4.46229 3.82396 3.29474 0.0 0.0 0.1 0.5642
C -4.04682 4.61258 4.83489 0.1 0.1 0.0 -0.6492
C -3.76372 3.61004 5.92516 0.2 0.1 0.1 -0.6501
Cl -5.22890 2.71964 6.42038 0.0 0.0 0.0 0.5510
H -4.86435 5.27694 5.10560 0.0 -0.1 0.0 0.0684
H -3.15930 5.21764 4.65405 0.0 -0.1 0.0 0.0746
H -3.39224 4.12396 6.81062 -0.1 0.0 0.0 0.0717
H -3.01826 2.88226 5.61210 -0.1 -0.1 -0.1 0.0599
Cl 10.28363 2.09258 1.15837 0.0 0.0 0.0 0.5379
C 8.95028 2.96655 1.95414 0.0 0.1 0.1 -0.6639
C 7.60007 2.54138 1.43553 -0.1 -0.1 0.1 -0.6011
Cl 7.32804 3.05101 -0.25062 1.8 -0.3 0.7 0.7063
H 9.11325 4.03202 1.81053 0.0 0.0 -0.1 0.0684
H 9.01876 2.74864 3.01911 0.0 -0.1 0.0 0.0719
H 6.81383 3.00393 2.03262 0.0 0.1 0.0 0.0832
H 7.47607 1.46164 1.48426 0.0 0.0 -0.1 0.0734
Cl -6.11936 -5.15441 8.59377 0.0 0.0 0.0 0.5334
C -5.97880 -6.65900 7.64921 0.1 -0.1 0.0 -0.6664
C -6.12097 -6.41800 6.16831 0.1 -0.1 -0.1 -0.6755
Cl -7.77616 -5.93069 5.71934 0.0 0.0 0.0 0.5343
H -6.73036 -7.35578 8.01284 -0.1 0.1 0.0 0.0668
H -4.99434 -7.07484 7.85892 0.0 0.0 0.0 0.0718
H -5.90317 -7.33562 5.62357 0.0 0.0 0.1 0.0738
H -5.43774 -5.64558 5.82315 -0.1 0.1 0.1 0.0255